Entry i
{"formula": "C2H4O2S2", "method": "the ωB97M-V functional and the def2-TZVPD basis", "smiles": "O=C(O)CSS", "charge": 0, "e_lumo_ev": 0.5, "symbols": ["O", "C", "O", "C", "S", "S", "H", "H", "H", "H"], "coordinates": [[-0.43063, -1.29004, 0.64402], [-0.88718, -0.29380, 0.17004], [-2.16665, 0.03074, 0.11678], [-0.06614, 0.85736, -0.26987], [1.60069, 0.65080, 0.49816], [2.86674, -0.60529, -0.48386], [-2.83466, -0.67616, 0.23755], [0.04565, 1.19823, -1.31033], [-0.38171, 1.74904, 0.36101], [2.25388, -1.62087, 0.03650]], "nbo_charge": [-0.569, 0.770, -0.690, -0.656, 0.076, -0.101, 0.509, 0.268, 0.261, 0.131]}

Entry ii
{"formula": "C2H4O2S2", "method": "the ωB97M-V functional and the def2-TZVPD basis", "smiles": "O=C=S.COS", "charge": 0, "e_lumo_ev": 0.6, "symbols": ["O", "C", "S", "C", "O", "S", "H", "H", "H", "H"], "coordinates": [[1.03575, -2.27547, 1.06859], [1.55847, -1.27918, 1.35506], [2.35200, -0.01282, 1.76021], [-0.33685, 0.47872, -1.26824], [-0.44014, 1.29040, -0.13158], [-1.15060, 0.69914, 1.25196], [-0.36761, -0.51016, -1.06424], [0.69235, 0.64797, -1.63277], [-1.03964, 0.79959, -1.99021], [-2.30373, 0.16181, 0.65122]], "nbo_charge": [-0.462, 0.432, 0.027, -0.244, -0.681, 0.293, 0.178, 0.188, 0.182, 0.088]}

Most stable to least stable: entry i, entry ii

Entry i
{"formula": "C3H3IO", "method": "the ωB97M-V functional and the def2-TZVPD basis", "smiles": "C#CC=O.I", "charge": 0, "e_lumo_ev": -0.5, "symbols": ["C", "C", "C", "O", "H", "H", "I", "H"], "coordinates": [[0.83869, -1.11292, -0.77264], [0.75403, -0.01207, -0.26243], [0.59701, 1.24657, 0.43993], [1.26383, 2.24213, 0.48132], [0.81294, -2.11756, -1.07261], [-0.27890, 0.99302, 1.08466], [-2.72288, -0.44352, 0.44286], [-1.26473, -0.79565, -0.34111]], "nbo_charge": [-0.153, -0.107, 0.360, -0.450, 0.248, 0.136, -0.149, 0.114]}

Entry ii
{"formula": "C3H3IO", "method": "the ωB97M-V functional and the def2-TZVPD basis", "smiles": "C=C(I)C=O", "charge": 0, "e_lumo_ev": -0.4, "symbols": ["C", "C", "I", "C", "O", "H", "H", "H"], "coordinates": [[-1.19703, -0.11380, 0.43693], [-0.02773, 0.39458, 0.01653], [0.34446, 2.58922, 0.12380], [1.10227, -0.42029, -0.39660], [2.28029, -0.19358, -0.43245], [-2.08670, 0.28470, 1.01724], [-1.20459, -1.10875, 0.08300], [0.78903, -1.43208, -0.84845]], "nbo_charge": [-0.337, -0.190, 0.087, 0.353, -0.481, 0.251, 0.205, 0.113]}

Most stable to least stable: entry ii, entry i